A cluster of 6 separate species, C25H74BN5O5 in total at a distorted geometry. Source: the Open Molecules 2025 dataset; level of theory: ωB97M-V with the def2-TZVPD basis set.

```
110
C25H74BN5O5 (ωB97M-V with the def2-TZVPD basis set)
B -14.3080 -16.6115 17.5298
H -14.1747 -16.4645 18.6098
H -15.0839 -15.9286 17.1559
H -13.3636 -16.3947 17.0143
H -14.6225 -17.6338 17.2812
C -13.2551 -13.3092 18.8628
N -14.6604 -12.6594 19.0732
C -15.5829 -13.7566 19.5750
C -14.4658 -11.6219 20.1847
C -15.2482 -12.0151 17.8327
C -15.2516 -12.8658 16.5659
O -15.4552 -11.8971 15.5703
H -12.6872 -12.4853 18.4312
H -13.3603 -14.1445 18.1721
H -12.8317 -13.6139 19.8184
H -16.5024 -13.2474 19.8626
H -15.1885 -14.2704 20.4509
H -15.6828 -14.4593 18.7487
H -14.0099 -10.6999 19.8226
H -13.9486 -12.0525 21.0396
H -15.4612 -11.2015 20.3332
H -14.4788 -11.2504 17.7243
H -16.2651 -11.7206 18.0874
H -16.1252 -13.5179 16.5759
H -14.3671 -13.4737 16.3729
H -14.5876 -11.4825 15.5442
C -11.0982 -16.3817 15.3537
N -10.3851 -17.6086 15.9491
C -10.1442 -18.6129 14.7847
C -8.9950 -17.3383 16.3964
C -11.2120 -18.3028 17.0278
C -11.1021 -17.7232 18.4758
O -11.4033 -16.4074 18.5360
H -12.0853 -16.7624 15.0956
H -10.4269 -16.1154 14.5388
H -11.1326 -15.6668 16.1745
H -11.1176 -19.0794 14.6366
H -9.4277 -19.3381 15.1682
H -9.6997 -18.1497 13.9051
H -9.0592 -16.6924 17.2720
H -8.4002 -16.8787 15.6082
H -8.5243 -18.2633 16.7277
H -10.7217 -19.2772 17.0225
H -12.2395 -18.3498 16.6691
H -10.1045 -17.9263 18.8649
H -11.7976 -18.3564 19.0312
H -12.3450 -16.3413 18.3263
C -17.6433 -19.3390 23.6170
N -17.3283 -18.7456 22.2130
C -17.6880 -19.8888 21.1874
C -18.2217 -17.5590 21.8405
C -15.8218 -18.3954 22.1729
C -15.3694 -17.4583 21.0472
O -15.3324 -18.0915 19.8048
H -18.7111 -19.1696 23.7503
H -17.0693 -18.9057 24.4346
H -17.4193 -20.3998 23.5168
H -18.7634 -19.9763 21.3336
H -17.0566 -20.7443 21.4210
H -17.4686 -19.4807 20.2014
H -18.1663 -17.0210 22.7879
H -19.2582 -17.8867 21.7673
H -17.9929 -16.8704 21.0295
H -15.2907 -19.3460 22.2168
H -15.6040 -17.9164 23.1276
H -14.3413 -17.1541 21.2578
H -15.8463 -16.4803 20.9636
H -14.9384 -17.4413 19.1998
C -15.5946 -20.5917 16.7509
N -14.6799 -21.5640 17.4717
C -14.1627 -20.8910 18.7921
C -15.3402 -22.9097 17.7937
C -13.4618 -21.7784 16.4842
C -13.6167 -22.5966 15.1502
O -14.8537 -22.4536 14.4812
H -16.2484 -20.1309 17.4908
H -16.2317 -21.1313 16.0506
H -15.0656 -19.8361 16.1719
H -14.9280 -20.3365 19.3342
H -13.4631 -20.0961 18.5355
H -13.7769 -21.7093 19.3983
H -14.5893 -23.6297 18.1178
H -15.8012 -23.2442 16.8653
H -16.0382 -22.7841 18.6204
H -12.6076 -22.2204 16.9993
H -13.0441 -20.7822 16.3370
H -13.5143 -23.6806 15.2131
H -12.8547 -22.2874 14.4328
H -14.8500 -23.2009 13.8766
C -14.2406 -15.0740 13.2876
N -15.7506 -15.1189 12.8729
C -16.2327 -13.7015 12.3848
C -15.9953 -15.9963 11.6394
C -16.6744 -15.5169 14.0114
C -16.5318 -16.9860 14.5095
O -15.1826 -17.3717 14.9019
H -13.7050 -14.7741 12.3877
H -13.8941 -16.0882 13.4811
H -14.1292 -14.5100 14.2121
H -17.2769 -13.7645 12.0819
H -15.5443 -13.2467 11.6748
H -16.2461 -13.1273 13.3118
H -17.0514 -15.9540 11.3746
H -15.6802 -17.0163 11.8543
H -15.4833 -15.5978 10.7641
H -17.6855 -15.4388 13.6105
H -16.6464 -14.8344 14.8603
H -16.8587 -17.6350 13.6965
H -17.2137 -17.2854 15.3058
H -15.0619 -17.0695 15.8134
```

Summary:
Total charge: +4
Lowest unoccupied orbital energy: -0.2947 Ha
ΔE to the lowest compared entry with this formula, charge and spin: 38.32 kcal per mole
E_HOMO: -19.09 eV
M: 535.709 g/mol
2S+1: 1

Results of the Mulliken charge analysis, in e, for atoms 1 through 8: number 1, B, carries 3.6065; number 2, H, carries -0.3334; number 3, H, carries -0.3712; number 4, H, carries -0.6967; number 5, H, carries -1.0181; number 6, C, carries -0.6262; number 7, N, carries 0.0998; number 8, C, carries -1.1150


A cluster of 10 separate species, C25H75N15O10 in total at a distorted geometry. Source: the Open Molecules 2025 dataset; level of theory: ωB97M-V with the def2-TZVPD basis set.

```
125
C25H75N15O10 (ωB97M-V with the def2-TZVPD basis set)
C 4.3617 2.0121 1.6057
O 3.8700 2.4144 2.8674
C 2.5486 2.0234 3.0210
C 1.9674 2.4920 4.3505
C 1.4983 1.3540 5.2371
N 0.8909 3.4880 4.1457
H 4.3349 0.9188 1.5160
H 5.4093 2.3076 1.5393
H 3.8155 2.4773 0.7783
H 1.9344 2.4696 2.2141
H 2.3193 0.9538 2.8988
H 2.7805 3.0043 4.8884
H 2.3371 0.6902 5.4505
H 0.7349 0.7413 4.7443
H 1.0220 1.7058 6.1529
H 1.3011 4.2746 3.6510
H 0.5473 3.8383 5.0325
C 3.3568 -3.1243 0.3800
O 3.2020 -1.9461 -0.3919
C 3.7531 -2.0372 -1.7009
C 5.2740 -2.1542 -1.7856
C 5.9701 -1.2730 -0.7592
N 5.7150 -1.8553 -3.1361
H 3.0662 -4.0246 -0.1766
H 2.7696 -2.9806 1.2835
H 4.4065 -3.3204 0.6433
H 3.2533 -2.8732 -2.2060
H 3.4641 -1.1196 -2.2204
H 5.5463 -3.1858 -1.5287
H 6.0960 -0.2471 -1.1091
H 6.9548 -1.6828 -0.5165
H 5.4614 -1.2716 0.2059
H 4.9638 -1.8642 -3.8158
H 6.1711 -0.9564 -3.2048
C -6.2107 1.6310 2.0945
O -5.1794 2.5532 2.3323
C -3.9336 1.9207 2.4116
C -2.8775 2.8425 2.9685
C -2.7548 4.1397 2.1841
N -1.6412 2.0948 3.1333
H -6.3560 0.9794 2.9699
H -5.9504 0.9560 1.2710
H -7.1212 2.1823 1.8884
H -4.0126 1.0401 3.0741
H -3.6394 1.4841 1.4410
H -3.2848 3.0954 3.9603
H -1.8827 4.7285 2.4850
H -3.6547 4.7476 2.2569
H -2.5345 3.9115 1.1360
H -0.8796 2.7438 3.3777
H -1.2790 1.7410 2.2377
C -5.6764 -0.5493 -1.3419
O -5.5737 0.1202 -2.5776
C -4.2564 0.1434 -3.0931
C -3.3703 1.1753 -2.4313
C -3.8592 2.5989 -2.5629
N -2.0042 1.0769 -2.9779
H -6.7411 -0.7319 -1.1617
H -5.3510 0.0794 -0.5047
H -5.1751 -1.5203 -1.3376
H -3.7465 -0.8291 -3.0385
H -4.3568 0.3668 -4.1610
H -3.2941 0.9311 -1.3550
H -3.8575 2.9541 -3.5950
H -3.3097 3.3066 -1.9367
H -4.8851 2.6963 -2.1908
H -1.7048 0.0890 -2.9816
H -1.3527 1.5292 -2.3445
C -1.2336 -5.3259 -5.1614
O -0.9080 -4.7386 -3.9232
C -0.6186 -3.3702 -4.0522
C -0.2209 -2.7866 -2.7196
C -1.1805 -3.1172 -1.5816
N -0.1588 -1.3283 -2.8757
H -0.4941 -5.0174 -5.9124
H -2.2161 -4.9845 -5.5223
H -1.2865 -6.4051 -5.0554
H 0.2082 -3.2430 -4.7703
H -1.4848 -2.8263 -4.4588
H 0.7890 -3.1258 -2.4363
H -1.4025 -4.1821 -1.5433
H -2.1171 -2.5774 -1.7449
H -0.7458 -2.7809 -0.6389
H 0.4331 -1.0692 -3.6586
H 0.1802 -0.8587 -2.0458
N 3.6435 1.4179 -3.9214
C 3.3728 0.2748 -4.6361
N 4.1228 0.1104 -5.7786
O 2.5125 -0.5305 -4.2920
H 4.5599 1.8241 -3.9568
H 3.0194 1.7055 -3.1821
H 4.0648 -0.7400 -6.3030
H 4.8656 0.7623 -5.9493
N -2.8495 0.5120 5.5309
C -2.0915 -0.6350 5.5545
N -1.4248 -0.8540 4.3793
O -2.0565 -1.4052 6.5053
H -3.6359 0.5773 6.1474
H -2.6812 1.2250 4.8351
H -0.8017 -1.6323 4.2915
H -1.5855 -0.2263 3.6095
N -0.7155 -4.3720 4.3249
C 0.3030 -3.8739 3.5513
N 1.5436 -4.4095 3.7945
O 0.1323 -2.9145 2.8081
H -0.5310 -5.1425 4.9383
H -1.6523 -4.0716 4.1309
H 1.7045 -5.1740 4.4199
H 2.3144 -3.8698 3.4493
N -0.5933 3.7247 -1.3989
C 0.2189 3.5984 -2.4852
N -0.0158 4.4674 -3.5174
O 1.1339 2.7763 -2.5304
H -1.4257 4.2766 -1.4755
H -0.3994 3.1446 -0.5983
H 0.4776 4.3625 -4.3816
H -0.8436 5.0337 -3.4979
N 1.5275 0.4315 -0.7554
C 0.5589 0.3442 0.2380
N 0.8165 -0.6754 1.1086
O -0.4244 1.0943 0.3095
H 2.2587 -0.2522 -0.6367
H 1.7337 1.3543 -1.1119
H 1.6522 -1.2101 0.9625
H 0.2568 -0.7694 1.9349
```

Summary:
Lowest unoccupied orbital energy: 0.0134 Ha
ΔE to the lowest compared entry with this formula, charge and spin: 0.00 kcal per mole
E_HOMO: -8.11 eV
M: 745.970 g/mol
2S+1: 1

Results of the Mulliken charge analysis, in e, for atoms 1 through 8: number 1, C, carries -0.5031; number 2, O, carries -0.4772; number 3, C, carries -0.0803; number 4, C, carries 0.5502; number 5, C, carries -1.3930; number 6, N, carries -0.6672; number 7, H, carries 0.1763; number 8, H, carries 0.3357


A cluster of 24 separate species, C26H101ClN2O26P in total at a distorted geometry. Source: the Open Molecules 2025 dataset; level of theory: ωB97M-V with the def2-TZVPD basis set.

```
157
C26H101ClN2O26P (ωB97M-V with the def2-TZVPD basis set)
C 5.7824 1.7625 1.1839
C 4.7743 0.5968 1.0831
C 5.1586 -0.4991 0.0481
C 3.9962 -0.6714 -0.9477
C 3.9128 -2.1016 -1.4754
C 2.9654 -2.2410 -2.6809
C 2.0829 -3.4933 -2.6169
C 0.6999 -3.3585 -3.2852
C -0.3501 -3.1265 -2.1909
C -1.7575 -2.8643 -2.7525
C -2.4712 -1.5412 -2.4128
C -2.7158 -1.2316 -0.9205
C -3.3092 -2.4975 -0.2469
C -2.2912 -3.4357 0.4452
C -2.4081 -4.9195 0.0393
C -3.0464 -5.7850 1.1550
C -3.8408 -0.1420 -0.8447
Cl -5.4235 -0.7508 -1.4232
N -3.5051 1.0577 -1.6468
C -4.4597 2.2116 -1.4386
C -4.4345 2.7442 -0.0219
C -4.1965 3.3133 -2.5116
C -3.6169 4.6336 -2.0078
C -3.0630 5.4224 -3.2234
C -2.0760 1.5122 -1.5730
C -1.0529 0.6003 -0.8423
C 0.1661 0.4411 -1.7610
N -1.5542 -0.6639 -0.2664
C -1.7042 -0.5339 1.1801
P -0.0892 -0.8064 2.0177
O -0.2261 -1.5825 3.2610
O 0.9580 -1.4538 1.0516
O 0.4709 0.6381 2.3915
H 5.8964 2.0447 2.2322
H 5.3440 2.6337 0.7000
H 6.7298 1.5255 0.7218
H 4.6217 0.1474 2.0609
H 3.8196 1.0457 0.8164
H 6.0944 -0.2666 -0.4499
H 5.2303 -1.4173 0.6300
H 3.0816 -0.5108 -0.3843
H 4.1076 0.0436 -1.7601
H 4.9140 -2.3992 -1.7839
H 3.6089 -2.7501 -0.6530
H 2.3823 -1.3397 -2.8542
H 3.6227 -2.3608 -3.5427
H 1.9289 -3.7107 -1.5574
H 2.6101 -4.3554 -3.0108
H 0.4989 -4.3493 -3.6780
H 0.6836 -2.5901 -4.0504
H 0.0200 -2.3822 -1.4930
H -0.3979 -4.0571 -1.6317
H -1.6533 -2.8692 -3.8336
H -2.4236 -3.6929 -2.5387
H -1.9136 -0.7360 -2.8976
H -3.4248 -1.5883 -2.9343
H -4.0031 -2.1603 0.5203
H -3.8679 -3.0568 -0.9848
H -1.2687 -3.0844 0.3648
H -2.5028 -3.4257 1.5122
H -3.0592 -5.0249 -0.8199
H -1.4211 -5.3173 -0.1693
H -2.6273 -6.7844 1.1306
H -4.1044 -5.8995 0.9270
H -2.9771 -5.3214 2.1325
H -4.0381 0.1289 0.1814
H -3.6800 0.7820 -2.6169
H -5.4748 1.8940 -1.6238
H -5.0753 3.6063 0.0639
H -4.8888 1.9999 0.6306
H -3.4373 2.9218 0.3735
H -5.1488 3.5434 -2.9779
H -3.5686 2.9045 -3.3044
H -4.3904 5.2282 -1.5417
H -2.7956 4.5299 -1.3024
H -2.6075 4.7184 -3.9138
H -2.2724 6.0852 -2.8805
H -3.8237 6.0178 -3.7103
H -1.7364 1.6205 -2.5948
H -2.0043 2.5073 -1.1629
H -0.6608 1.1790 -0.0139
H -0.0943 0.3265 -2.8077
H 0.8576 -0.3027 -1.3953
H 0.6949 1.3942 -1.6960
H -2.3419 -1.2902 1.6282
H -2.1075 0.4274 1.5131
H 1.0997 -2.3886 1.2801
H -0.1005 0.9546 3.1263
O -1.2350 -4.3246 3.9732
H -0.8007 -3.5333 3.6360
H -0.8734 -4.4243 4.8643
O -7.5143 2.4177 0.2658
H -7.5933 1.7078 -0.3820
H -8.3180 2.9388 0.1314
O -5.1732 6.2093 0.7523
H -4.4231 5.8860 1.2636
H -5.9450 5.9046 1.2443
O 8.3415 -0.0393 -0.0563
H 9.0565 0.1638 0.5606
H 7.9994 -0.8834 0.2586
O -1.4771 0.5866 4.7024
H -1.3527 0.2984 5.6154
H -1.6965 -0.2304 4.2333
O 10.2970 1.1781 -2.0580
H 11.0472 0.6350 -1.7894
H 9.5715 0.8803 -1.4941
O 5.1273 1.7149 4.2380
H 4.1681 1.7480 4.3208
H 5.3833 0.9123 4.7084
O -4.1403 2.1480 5.6987
H -4.4757 2.8142 5.0899
H -3.2185 2.0265 5.4406
O 0.6769 -5.1816 6.0532
H 0.7001 -6.1412 5.9630
H 1.4265 -4.9779 6.6300
O 1.7110 -6.4493 -4.6564
H 1.6786 -7.4089 -4.7359
H 1.4941 -6.1299 -5.5397
O 3.4048 -3.8878 5.8143
H 3.1040 -3.2019 5.2096
H 4.3348 -3.9994 5.5888
O 7.4720 3.6794 3.6966
H 6.8773 2.9885 4.0115
H 7.0802 3.9694 2.8659
O -4.1616 8.5638 -4.3225
H -3.4154 8.2477 -3.8048
H -4.9324 8.2670 -3.8150
O 2.3867 -0.6913 5.0664
H 2.3436 0.2545 5.2458
H 1.7206 -0.8397 4.3814
O 0.4124 -5.3181 9.2910
H -0.0925 -6.0996 9.5405
H 0.2132 -5.1944 8.3554
O -5.4304 7.9677 -1.9108
H -6.3223 8.2602 -1.6901
H -5.2065 7.3432 -1.2089
O -1.4082 -4.4321 -5.8085
H -2.3152 -4.4842 -5.4876
H -1.3495 -3.5656 -6.2262
O 13.0627 2.2683 -2.5803
H 13.5462 2.8407 -3.1850
H 12.1464 2.3122 -2.8828
O 0.8588 -0.2997 -5.0897
H 0.5095 0.3417 -5.7195
H 1.7491 -0.4856 -5.4123
O 4.6856 -1.9193 3.7940
H 4.3136 -2.2053 2.9526
H 4.0255 -1.3065 4.1516
O -6.3389 8.9082 -6.5624
H -5.9451 9.6136 -7.0866
H -5.8537 8.9350 -5.7294
O -10.1467 2.4200 1.2245
H -10.9891 2.5877 1.6615
H -9.6931 1.7874 1.7928
O 8.1236 -0.1540 3.1404
H 7.8672 0.7577 3.3244
H 7.5905 -0.6887 3.7394
```

Summary:
Total charge: +1
Lowest unoccupied orbital energy: -0.0970 Ha
ΔE to the lowest compared entry with this formula, charge and spin: 12.94 kcal per mole
E_HOMO: -11.95 eV
M: 924.509 g/mol
2S+1: 1

Results of the Mulliken charge analysis, in e, for atoms 1 through 8: number 1, C, carries -0.8865; number 2, C, carries 0.4682; number 3, C, carries -0.6397; number 4, C, carries -0.0088; number 5, C, carries -1.1841; number 6, C, carries -0.2546; number 7, C, carries -1.2127; number 8, C, carries -0.4977


A structure of composition C26H10Br5F10NO6PPdS2 at a distorted geometry. Source: the Open Molecules 2025 dataset; level of theory: ωB97M-V with the def2-TZVPD basis set.

```
62
C26H10Br5F10NO6PPdS2 (ωB97M-V with the def2-TZVPD basis set)
Pd 1.0991 -1.0727 0.4957
F -3.1750 -5.8329 -1.8334
C -2.4941 -4.6895 -1.7865
C -2.9966 -3.5598 -2.3999
F -4.1520 -3.6274 -3.0616
C -2.2926 -2.3729 -2.3249
F -2.8089 -1.3175 -2.9616
C -1.0920 -2.2622 -1.6388
P -0.2239 -0.6516 -1.3306
C 0.5693 -0.4193 -2.9543
C 1.8715 -0.8952 -3.0898
C 2.5465 -0.7563 -4.2933
C 1.9276 -0.1317 -5.3675
C 0.6306 0.3429 -5.2371
C -0.0510 0.1989 -4.0362
C -1.5475 0.5581 -1.1298
C -2.6316 0.2086 -0.3216
C -3.6057 1.1443 -0.0255
C -3.4814 2.4467 -0.4961
C -2.3846 2.8056 -1.2612
C -1.4120 1.8669 -1.5771
C -0.5907 -3.4299 -1.0636
Br 1.1189 -3.4769 -0.2380
C -1.2778 -4.6260 -1.1353
F -0.7962 -5.7375 -0.5745
H 2.3634 -1.3526 -2.2401
H 3.5585 -1.1300 -4.3845
H 2.4581 -0.0104 -6.3037
H 0.1433 0.8254 -6.0754
H -1.0620 0.5742 -3.9414
H -2.7001 -0.7919 0.0913
H -4.4538 0.8617 0.5851
H -4.2296 3.1872 -0.2425
H -2.2630 3.8256 -1.6011
H -0.5292 2.1668 -2.1261
Br -1.1433 -0.1387 7.3403
C -0.1572 -0.6084 5.8037
C 1.2302 -0.9346 5.9233
Br 2.0466 -0.9262 7.6204
C 1.9639 -1.2571 4.8085
Br 3.8042 -1.6595 4.8984
C 1.3904 -1.2913 3.4985
O 2.0940 -1.5062 2.4779
C -0.0774 -1.0880 3.3897
O -0.6655 -1.3080 2.3213
C -0.7696 -0.6607 4.5822
Br -2.5894 -0.2418 4.3437
F 4.5371 1.6003 0.0833
C 3.6999 0.8410 0.8031
F 4.0973 0.8280 2.0656
F 3.7812 -0.3920 0.3028
S 2.0013 1.6068 0.6274
O 1.0659 1.0443 1.5918
O 1.6967 1.4350 -0.7721
N 2.4535 3.0695 1.0379
S 1.2898 4.1558 0.9814
O 1.8037 5.4727 1.1949
O 0.3926 3.9357 -0.1214
C 0.2132 3.8312 2.4873
F -0.8559 3.1132 2.1614
F 0.8787 3.2080 3.4557
F -0.2174 5.0025 2.9739
```

Summary:
Total charge: -1
Lowest unoccupied orbital energy (alpha / beta): 0.0673 / 0.0377 Ha
ΔE to the lowest compared entry with this formula, charge and spin: 16.82 kcal per mole
E_HOMO (alpha / beta): -4.98 / -5.93 eV
M: 1223.395 g/mol
2S+1: 3

Results of the natural (NBO) charge analysis, in e, for atoms 1 through 8: number 1, Pd, carries 0.5382; number 2, F, carries -0.2835; number 3, C, carries 0.2913; number 4, C, carries 0.2578; number 5, F, carries -0.2862; number 6, C, carries 0.4063; number 7, F, carries -0.3022; number 8, C, carries -0.4178